Computed, not measured: a cluster of 14 separate species, C19H66N18O19 in total, with ωB97M-V with the def2-TZVPD basis set.

The value obtained for the LUMO energy is -0.013 hartree. For the HOMO energy, the calculation gives -0.3315 Eh. The spin multiplicity is 1. The energy relative to the best compared isomer or geometry (same formula, charge and spin) is 272.3 kcal per mole.

Structure (XYZ):
```
122
C19H66N18O19, DFT ωB97M-V with the def2-TZVPD basis set
C 5.39 6.02 0.87
O 5.05 6.72 1.76
N 5.12 4.71 0.90
N 6.15 6.29 -0.15
H 5.48 4.18 0.12
H 4.55 4.33 1.64
H 6.42 5.62 -0.85
H 6.68 7.13 -0.27
C -3.17 0.87 -8.18
O -3.64 1.94 -7.95
N -3.42 0.19 -9.24
N -2.36 0.17 -7.38
H -4.14 0.57 -9.84
H -3.09 -0.76 -9.26
H -1.96 -0.63 -7.84
H -2.02 0.73 -6.61
C 0.06 0.13 -0.51
O -0.46 -0.13 -1.61
N -0.48 1.03 0.31
N 1.19 -0.36 -0.04
H 0.16 1.15 1.08
H -1.49 1.12 0.27
H 1.57 -1.18 -0.48
H 1.29 -0.27 0.96
C 0.14 -4.94 4.34
O -0.54 -5.15 3.36
N 1.17 -4.18 4.40
N -0.23 -5.34 5.54
H 1.68 -4.06 5.26
H 1.41 -3.56 3.64
H -1.12 -5.82 5.56
H 0.34 -5.14 6.35
C 4.80 -5.22 -2.79
O 4.10 -4.60 -2.06
N 4.83 -5.23 -4.09
N 5.38 -6.30 -2.29
H 5.57 -5.70 -4.59
H 4.48 -4.36 -4.46
H 5.16 -6.47 -1.32
H 5.44 -7.11 -2.88
C -3.73 -0.26 5.03
O -4.32 0.64 5.58
N -4.33 -1.23 4.42
N -2.48 -0.35 5.11
H -5.34 -1.15 4.41
H -3.81 -2.08 4.31
H -2.11 -1.06 4.49
H -1.89 0.38 5.49
C -3.04 5.75 -2.13
O -3.28 6.71 -2.81
N -3.32 5.61 -0.87
N -2.45 4.77 -2.75
H -2.95 4.82 -0.36
H -3.89 6.29 -0.38
H -2.15 4.74 -3.72
H -2.41 3.82 -2.43
C 3.21 1.28 6.10
O 2.70 1.37 5.04
N 2.61 1.79 7.18
N 4.35 0.80 6.52
H 1.74 2.27 6.99
H 2.91 1.63 8.13
H 4.95 0.52 5.75
H 4.64 1.16 7.42
C -5.76 -2.80 -2.47
O -6.86 -3.32 -2.42
N -5.38 -2.24 -3.60
N -4.83 -2.80 -1.64
H -6.18 -2.26 -4.22
H -4.46 -1.90 -3.82
H -5.03 -3.17 -0.72
H -3.97 -2.28 -1.79
C -1.48 -6.70 -3.56
C -2.78 -7.44 -3.93
O -2.58 -8.35 -4.98
O -1.09 -5.60 -4.44
H -0.70 -7.43 -3.78
H -1.37 -6.44 -2.50
H -3.41 -6.75 -4.49
H -3.28 -7.89 -3.08
H -3.19 -9.08 -5.13
H -0.44 -5.03 -4.02
C -0.86 6.46 5.23
C -1.61 7.88 5.24
O -2.87 7.66 4.62
O -1.63 5.46 5.78
H 0.15 6.65 5.58
H -0.72 6.19 4.18
H -1.13 8.75 4.79
H -1.99 8.33 6.16
H -3.23 8.44 4.19
H -2.55 5.60 5.56
C 3.96 0.45 -5.08
C 3.96 1.88 -5.60
O 2.98 2.37 -6.51
O 3.11 -0.35 -5.89
H 3.47 0.46 -4.11
H 4.89 0.03 -4.72
H 4.85 2.05 -6.21
H 3.93 2.50 -4.70
H 3.08 3.31 -6.65
H 2.84 0.22 -6.61
C 7.42 -2.22 2.25
C 8.45 -2.75 1.21
O 9.48 -1.77 1.25
O 7.82 -2.40 3.57
H 6.51 -2.82 2.16
H 7.19 -1.17 2.09
H 7.97 -2.85 0.24
H 8.90 -3.60 1.73
H 9.88 -1.85 2.13
H 8.76 -2.23 3.67
C -7.85 2.55 1.53
C -8.64 1.18 1.34
O -8.64 0.49 2.60
O -6.55 2.24 1.85
H -8.19 3.12 2.39
H -7.85 2.98 0.52
H -8.25 0.60 0.51
H -9.63 1.34 0.92
H -9.16 -0.30 2.43
H -6.57 1.97 2.77
```

---

Computed, not measured: a cluster of 15 separate species, C19H68N10O15 in total, with ωB97M-V with the def2-TZVPD basis set.

The value obtained for the LUMO energy is -0.020 hartree. For the HOMO energy, the calculation gives -0.3078 Eh. The spin multiplicity is 1. The energy relative to the best compared isomer or geometry (same formula, charge and spin) is 37.8 kcal per mole.

Structure (XYZ):
```
112
C19H68N10O15, DFT ωB97M-V with the def2-TZVPD basis set
C 1.05 -3.26 3.24
C -0.09 -2.42 3.62
O -0.91 -2.35 2.54
H 0.74 -4.17 2.73
H 1.72 -3.48 4.10
H 1.63 -2.67 2.53
H 0.23 -1.40 4.01
H -0.67 -2.90 4.38
H -1.75 -2.04 2.83
C 0.99 3.35 1.50
C 0.02 4.46 1.85
O -0.04 5.36 0.73
H 1.94 3.73 1.28
H 0.61 2.86 0.63
H 1.01 2.66 2.26
H 0.41 4.93 2.78
H -0.95 4.04 2.04
H 0.01 4.89 -0.11
C -2.00 0.56 -5.58
C -0.75 0.28 -4.76
O -1.08 0.42 -3.35
H -1.87 0.55 -6.65
H -2.49 1.52 -5.39
H -2.74 -0.25 -5.44
H -0.02 1.04 -4.91
H -0.28 -0.69 -4.98
H -0.26 0.34 -2.86
C 0.22 1.69 5.04
C -1.00 1.27 4.27
O -1.78 0.59 5.21
H 0.01 2.40 5.82
H 0.83 2.18 4.35
H 0.91 0.90 5.50
H -0.75 0.54 3.50
H -1.60 2.09 3.80
H -2.61 1.11 5.28
C 2.69 -0.79 -3.44
O 1.96 -1.29 -4.44
N 2.90 -1.43 -2.30
N 3.33 0.28 -3.51
H 2.59 -2.39 -2.24
H 3.37 -1.03 -1.41
H 3.34 0.79 -4.40
H 3.77 0.71 -2.68
C 0.75 3.60 -2.00
O 0.99 2.24 -2.39
N 1.61 4.51 -1.84
N -0.48 4.10 -1.76
H 2.61 4.27 -1.88
H 1.40 5.51 -1.67
H -1.25 3.42 -2.04
H -0.89 5.03 -2.04
C 3.89 0.96 -0.52
O 2.69 1.49 -0.11
N 4.14 -0.30 -0.24
N 4.72 1.43 -1.41
H 3.60 -0.68 0.57
H 5.07 -0.72 -0.29
H 4.54 2.43 -1.69
H 5.70 1.17 -1.54
C -3.02 2.73 0.52
O -3.96 1.82 0.97
N -3.38 3.96 0.34
N -1.89 2.45 -0.05
H -4.25 4.18 0.94
H -2.74 4.72 0.37
H -1.49 1.55 0.36
H -1.23 3.16 -0.42
C 0.16 -0.60 -0.08
O -0.61 0.15 0.83
N 0.76 -0.12 -1.11
N 0.24 -1.93 -0.03
H 0.77 0.95 -1.16
H 1.59 -0.59 -1.53
H -0.07 -2.43 0.87
H 0.91 -2.32 -0.65
C -3.41 -0.90 2.62
O -3.10 -1.56 3.81
H -4.47 -0.62 2.58
H -3.28 -1.45 1.71
H -2.79 0.00 2.47
H -3.03 -0.88 4.54
C -2.79 -4.27 -0.01
O -1.42 -4.13 -0.31
H -3.07 -5.20 0.46
H -3.29 -4.32 -0.99
H -3.14 -3.51 0.60
H -1.16 -3.22 -0.58
C -3.20 -1.03 -1.25
O -3.50 -0.96 -2.61
H -3.68 -1.82 -0.76
H -3.63 -0.12 -0.77
H -2.15 -1.06 -1.01
H -2.86 -0.40 -2.99
C 2.16 0.11 2.88
O 3.14 -0.79 2.32
H 1.20 -0.11 2.47
H 2.42 1.10 2.57
H 2.09 0.21 3.97
H 3.91 -0.87 2.94
C -1.22 -3.04 -3.51
O 0.08 -2.86 -2.92
H -1.48 -2.06 -3.89
H -1.93 -3.36 -2.79
H -1.24 -3.89 -4.14
H 0.10 -2.00 -2.58
C 1.98 -4.30 0.12
O 2.08 -4.06 -1.29
H 0.94 -4.38 0.40
H 2.42 -3.53 0.66
H 2.37 -5.26 0.35
H 1.43 -4.58 -1.75
```

---

Computed, not measured: a structure of composition C19H7Cl60FO2, with ωB97M-V with the def2-TZVPD basis set.

The value obtained for the LUMO energy is -0.004 hartree. For the HOMO energy, the calculation gives -0.3891 Eh. The spin multiplicity is 1.

Structure (XYZ):
```
89
C19H7Cl60FO2, DFT ωB97M-V with the def2-TZVPD basis set
C -3.30 2.05 -1.13
O -2.84 2.53 -2.44
C -3.69 1.97 -3.54
O -4.87 1.39 -3.30
C -3.00 2.09 -5.06
C -2.04 0.78 -5.35
F -0.65 1.05 -4.84
H -4.43 2.33 -0.91
H -2.63 2.61 -0.32
H -3.12 0.88 -0.97
H -3.78 2.32 -5.90
H -2.26 3.03 -5.02
H -2.40 -0.21 -4.84
H -1.97 0.70 -6.54
C -4.75 -2.21 -0.38
Cl -6.48 -1.76 -0.41
Cl -3.81 -0.87 0.34
Cl -4.53 -3.68 0.60
Cl -4.19 -2.51 -2.04
C -2.70 0.61 3.95
Cl -1.49 1.06 5.18
Cl -2.87 -1.17 3.91
Cl -4.27 1.35 4.35
Cl -2.16 1.18 2.35
C 0.00 -3.87 2.68
Cl 0.78 -5.22 1.82
Cl -0.70 -4.47 4.21
Cl 1.22 -2.62 3.04
Cl -1.28 -3.18 1.66
C 4.35 -3.22 6.15
Cl 4.26 -3.33 7.93
Cl 4.40 -1.50 5.67
Cl 5.82 -4.04 5.58
Cl 2.91 -3.99 5.44
C -1.44 -7.20 -1.28
Cl 0.31 -6.87 -1.21
Cl -1.95 -8.05 0.20
Cl -2.33 -5.66 -1.42
Cl -1.79 -8.22 -2.70
C 4.06 -8.28 -2.15
Cl 4.61 -7.81 -3.77
Cl 2.82 -9.56 -2.29
Cl 5.44 -8.90 -1.20
Cl 3.36 -6.87 -1.32
C 3.65 2.45 5.46
Cl 3.01 1.28 4.28
Cl 3.14 1.97 7.10
Cl 5.43 2.47 5.38
Cl 3.01 4.07 5.10
C 8.31 5.04 3.09
Cl 9.88 4.37 3.57
Cl 8.14 4.96 1.32
Cl 7.00 4.11 3.85
Cl 8.20 6.74 3.61
C 2.32 2.41 -3.21
Cl 0.62 2.28 -2.72
Cl 3.36 2.27 -1.77
Cl 2.72 1.10 -4.35
Cl 2.60 3.98 -3.99
C -1.34 5.09 1.67
Cl 0.23 4.41 2.15
Cl -1.51 5.00 -0.11
Cl -2.65 4.15 2.43
Cl -1.45 6.79 2.19
C -8.10 -4.21 2.99
Cl -7.32 -5.56 2.13
Cl -8.81 -4.81 4.52
Cl -6.89 -2.96 3.35
Cl -9.39 -3.51 1.97
C -4.64 8.15 -0.41
Cl -6.37 8.59 -0.44
Cl -3.70 9.48 0.30
Cl -4.42 6.67 0.56
Cl -4.08 7.85 -2.08
C 4.38 -8.33 2.72
Cl 6.12 -8.60 2.48
Cl 4.13 -6.79 3.58
Cl 3.56 -8.27 1.14
Cl 3.70 -9.66 3.69
C -1.85 3.20 -8.77
Cl -0.56 2.98 -7.55
Cl -2.89 1.75 -8.81
Cl -2.83 4.63 -8.34
Cl -1.11 3.44 -10.37
C 5.95 5.67 -2.49
Cl 4.24 5.54 -2.00
Cl 6.99 5.53 -1.05
Cl 6.34 4.36 -3.63
Cl 6.23 7.24 -3.27
```

---

Computed, not measured: a structure of composition C19H7F5IN3OS3V, with ωB97M-V with the def2-TZVPD basis set.

The value obtained for the LUMO energy (spin up / spin down) is 0.167 / 0.166 hartree. For the HOMO energy (spin up / spin down), the calculation gives -0.0163 / -0.0869 Eh. The spin multiplicity is 4. The energy relative to the best compared isomer or geometry (same formula, charge and spin) is 0.0 kcal per mole. Its net charge is -2.

Structure (XYZ):
```
40
C19H7F5IN3OS3V, DFT ωB97M-V with the def2-TZVPD basis set
V 0.27 0.96 -1.64
S 0.00 -0.97 -0.65
C -0.32 -0.41 0.96
C -0.58 -1.41 1.88
C -0.75 -1.07 3.21
C -1.05 -2.01 4.22
N -1.16 -2.90 4.93
C -0.86 0.28 3.58
C -0.57 1.31 2.66
C -0.26 0.94 1.34
S 0.05 2.25 0.22
C -1.44 0.66 4.82
N -2.00 0.97 5.79
H -0.74 -2.38 1.51
H -0.86 2.35 2.82
I 1.41 3.23 -2.74
F 3.72 -4.73 0.70
C 3.52 -3.60 -0.01
C 3.28 -3.62 -1.41
F 3.14 -4.82 -2.07
C 3.15 -2.40 -2.05
F 2.77 -2.28 -3.34
C 3.12 -1.18 -1.43
S 2.67 0.34 -2.14
C 3.46 -1.17 -0.10
F 3.50 -0.01 0.56
C 3.71 -2.37 0.61
F 4.12 -2.37 1.86
O -0.78 0.76 -3.38
N -1.67 1.51 -2.65
C -1.90 2.83 -2.98
C -2.86 3.56 -2.32
C -3.50 2.96 -1.18
C -3.36 1.59 -1.01
C -2.48 0.85 -1.77
H -1.28 3.34 -3.78
H -3.08 4.56 -2.63
H -3.94 3.67 -0.42
H -3.97 1.04 -0.26
H -2.47 -0.25 -1.72
```

---

Computed, not measured: a cluster of 27 separate species, C19H82FN4O28 in total, with ωB97M-V with the def2-TZVPD basis set.

The value obtained for the LUMO energy is -0.149 hartree. For the HOMO energy, the calculation gives -0.3940 Eh. The spin multiplicity is 1. Its net charge is +1.

Structure (XYZ):
```
134
C19H82FN4O28, DFT ωB97M-V with the def2-TZVPD basis set
C -2.20 3.46 -2.49
C -0.91 3.84 -3.46
C 0.26 2.65 -3.44
C 1.44 2.92 -2.33
C 0.87 2.39 -0.89
N 1.92 2.07 0.15
C 3.19 1.48 -0.51
N 3.63 0.20 -0.16
C 2.94 -0.72 0.82
C 3.90 -1.37 1.97
C 3.08 -2.09 3.22
N 1.75 -2.70 2.81
C 0.57 -1.83 3.17
C -0.84 -2.26 2.39
C -2.12 -2.91 3.24
C -3.53 -3.36 2.50
C -3.73 -3.21 0.87
C -2.50 -2.55 0.00
C -1.09 -2.08 0.77
O -0.07 -1.48 -0.12
N 3.87 2.38 -1.52
F 5.11 1.96 -1.85
C 2.92 2.36 -2.74
C 2.93 0.93 -3.55
C 3.35 1.21 -5.14
O 2.86 2.23 -5.87
H -3.12 3.03 -3.12
H -1.93 2.71 -1.64
H -2.59 4.45 -1.98
H -1.33 3.91 -4.57
H -0.40 4.85 -3.13
H -0.35 1.65 -3.23
H 0.64 2.56 -4.55
H 1.55 4.10 -2.23
H 0.17 3.26 -0.46
H 0.14 1.48 -1.10
H 2.17 2.90 0.74
H 4.50 -0.20 -0.62
H 2.01 -0.26 1.37
H 2.52 -1.63 0.18
H 4.64 -0.61 2.48
H 4.60 -2.23 1.52
H 2.93 -1.36 4.14
H 3.77 -3.00 3.57
H 1.74 -3.03 1.82
H 0.76 -0.67 3.11
H 0.34 -2.05 4.33
H -1.99 -3.02 4.42
H -4.43 -3.81 3.13
H -4.69 -3.54 0.27
H -2.59 -2.41 -1.18
H -0.17 -0.48 -0.17
H 3.39 3.16 -3.49
H 1.88 0.38 -3.57
H 3.70 0.14 -3.15
H 4.15 0.53 -5.69
O -5.13 -0.16 0.95
H -4.41 -0.78 0.81
H -5.89 -0.73 1.15
O 5.60 1.33 -7.79
H 4.84 1.32 -7.19
H 5.19 1.37 -8.67
O 2.45 3.89 2.52
H 3.35 3.99 2.17
H 2.51 4.23 3.42
O -4.52 3.01 0.27
H -5.44 3.33 0.34
H -4.60 2.06 0.40
O -6.99 -3.24 0.86
H -7.13 -3.97 0.25
H -7.60 -3.43 1.60
O 0.42 2.78 4.66
H 1.14 2.76 4.02
H -0.34 3.09 4.14
O -0.49 1.24 -6.31
H 0.48 1.24 -6.33
H -0.74 1.87 -7.00
O 0.04 -4.95 4.88
H 0.19 -4.42 5.68
H 0.45 -4.44 4.17
O -1.02 2.89 7.67
H -0.55 2.92 6.83
H -1.11 3.83 7.92
O -7.10 0.31 -1.70
H -6.39 -0.17 -1.25
H -7.89 -0.23 -1.54
O 4.54 -3.84 0.42
H 5.27 -4.46 0.27
H 3.78 -4.41 0.62
O -5.32 -5.72 3.51
H -4.60 -6.34 3.36
H -6.08 -6.29 3.71
O -1.37 1.01 0.77
H -1.67 0.09 0.79
H -2.19 1.52 0.69
O 1.02 -3.46 7.59
H 1.92 -3.35 7.24
H 1.07 -3.12 8.49
O -0.69 -0.47 -8.95
H 0.21 -0.37 -9.30
H -0.64 -0.13 -8.04
O -0.36 -6.57 8.27
H -0.30 -5.64 8.56
H -0.20 -6.52 7.32
O -0.47 -8.16 4.07
H -0.41 -7.24 4.36
H -0.31 -8.12 3.12
O -2.40 5.13 0.27
H -1.68 4.65 0.71
H -3.18 4.59 0.43
O 0.77 -0.88 8.96
H 0.34 -0.04 8.73
H 0.60 -0.98 9.91
O 5.54 3.48 -10.20
H 6.44 3.59 -10.54
H 5.60 3.82 -9.29
O 2.56 1.45 7.58
H 2.26 0.53 7.60
H 1.74 1.97 7.50
O -5.28 6.37 0.16
H -4.31 6.37 0.14
H -5.53 7.00 -0.53
O -9.45 -2.68 2.09
H -9.88 -1.84 1.86
H -9.61 -2.78 3.04
O 0.94 -2.81 -7.30
H 0.33 -2.31 -7.87
H 0.38 -3.13 -6.58
O 4.64 5.71 -12.23
H 4.03 5.11 -12.68
H 5.25 5.12 -11.76
O 5.78 -0.69 -2.74
H 6.25 -0.66 -3.58
H 5.69 0.25 -2.49
```

---

Strongest force on any atom readings, ordered: 7.77 9.07 8.43 4.56 8.02 eV/Å